C2H8N2O2S | ωB97M-V/def2-TZVPD

Geometry as XYZ:
```
15
Properties=species:S:1:pos:R:3:forces:R:3:mulliken_charge:R:1
C 2.165127 0.796637 -0.169506 1.9 0.2 -0.7 -0.649
C -1.990849 1.164873 0.279481 -1.4 -1.2 1.3 -0.615
N 0.117631 -2.401418 0.389005 -2.6 1.4 1.7 -0.500
N 0.278391 -1.663612 -0.764840 1.1 1.6 -2.1 -0.180
O 0.808315 0.955915 -0.038377 -2.4 0.2 0.4 -0.367
O -1.503402 -0.011795 -0.357059 1.5 0.7 -0.6 -0.338
S 0.007308 -0.211670 -1.067373 -0.4 -0.7 1.1 0.446
H 2.803911 1.710843 -0.098045 -1.1 -0.2 -0.1 0.241
H 2.552330 0.138338 0.581358 0.2 -0.7 0.4 0.273
H 2.338354 0.367672 -1.155978 0.7 -0.2 -0.2 0.304
H -3.062198 1.039455 0.112236 -0.1 0.5 0.1 0.276
H -1.684003 2.148567 -0.001816 0.7 0.3 -0.8 0.295
H -1.843716 1.043660 1.358530 0.2 0.2 -0.1 0.260
H -0.319886 -3.214298 -0.044583 -0.1 -0.3 1.0 0.283
H -0.667312 -1.863165 0.976967 1.9 -1.8 -1.3 0.271
```
Positions in Å, forces in eV/Å.

Results
relative energy (zero: lowest compared OMol25 entry of this formula, charge and spin)	296.9	kJ/mol
orbital gap	9.58	eV
HOMO	-0.31978	Eh